24
Properties=species:S:1:pos:R:3:mulliken_charge:R:1 method="wB97M-V/def2-TZVPD" e_lumo_ev=0.46 smiles="CNC(C)=O.CNC(C)=O" e_homo_ev=-9.188 multiplicity=1 relative_energy_kcal_mol=56.6
C -2.273 1.120 -0.470 -0.8184
C 1.035 3.102 -0.329 -0.8275
C -0.416 2.666 -0.506 0.6252
O -1.128 3.406 -1.245 -0.6489
N -0.941 1.527 0.062 -0.1310
H -0.275 0.828 0.322 0.1420
H -2.315 1.252 -1.604 0.2646
H 1.576 3.281 -1.312 0.2343
H -2.532 0.098 -0.304 0.3351
H -2.906 1.860 0.096 0.2765
H 1.234 4.066 0.206 0.2908
H 1.507 2.306 0.337 0.2246
C -0.240 -2.612 1.914 -1.4207
C 1.551 -1.791 -1.200 -0.7348
C 0.493 -1.549 1.056 0.6952
O 0.871 -0.550 1.535 -0.5536
N 0.739 -2.242 -0.141 -0.1847
H -0.465 -2.173 2.892 0.3315
H -0.045 -2.914 -0.331 0.2810
H 1.257 -0.600 -1.338 0.2040
H -1.109 -3.150 1.529 0.3909
H 0.371 -3.457 2.013 0.4543
H 2.599 -2.031 -1.054 0.2460
H 1.413 -2.443 -2.126 0.3237

24
Properties=species:S:1:pos:R:3:mulliken_charge:R:1 method="wB97M-V/def2-TZVPD" e_lumo_ev=0.53 smiles="CNC(C)=O.CNC(C)=O" e_homo_ev=-9.011 multiplicity=1 relative_energy_kcal_mol=13.2
C 0.608 1.285 2.546 -0.9164
C -1.329 2.423 -0.506 -0.8348
C -0.634 2.524 0.840 0.6953
O -0.893 3.447 1.594 -0.6556
N 0.208 1.523 1.163 -0.1195
H 0.270 0.749 0.521 0.2567
H 1.397 0.547 2.515 0.3242
H -1.326 1.420 -0.954 0.1562
H 0.939 2.226 2.961 0.3075
H -0.171 0.724 3.075 0.2836
H -2.358 2.705 -0.330 0.2898
H -0.846 3.048 -1.253 0.2427
C 2.151 -1.754 -1.509 -1.3140
C -1.500 -2.087 -0.584 -0.8138
C 0.907 -1.598 -0.676 0.8207
O 0.892 -1.163 0.464 -0.6891
N -0.230 -2.015 -1.296 -0.1623
H 2.522 -2.778 -1.454 0.3219
H -0.155 -2.310 -2.254 0.2142
H -2.118 -1.202 -0.759 0.2381
H 2.022 -1.388 -2.529 0.3880
H 2.968 -1.144 -1.108 0.3243
H -2.026 -2.976 -0.940 0.3527
H -1.299 -2.204 0.473 0.2896

24
Properties=species:S:1:pos:R:3:mulliken_charge:R:1 method="wB97M-V/def2-TZVPD" e_lumo_ev=0.60 smiles="CNC(C)=O.CNC(C)=O" e_homo_ev=-9.126 multiplicity=1 relative_energy_kcal_mol=21.9
C -1.618 -1.306 2.150 -1.0914
C -1.665 -2.283 -1.551 -0.8406
C -1.575 -1.123 0.636 0.7416
O -1.377 -0.069 0.086 -0.6107
N -1.843 -2.281 -0.094 -0.2271
H -2.691 -1.193 2.364 0.2944
H -1.835 -3.122 0.452 0.2115
H -1.272 -1.323 -1.884 0.3090
H -1.348 -2.321 2.453 0.3714
H -1.017 -0.534 2.634 0.2605
H -0.932 -3.067 -1.759 0.3114
H -2.600 -2.588 -1.990 0.2713
C 2.173 0.761 -1.794 -0.9136
C 1.276 2.727 1.307 -1.0718
C 1.474 2.497 -0.178 0.7515
O 1.765 3.356 -0.979 -0.6245
N 1.580 1.157 -0.506 -0.1392
H 1.173 0.402 0.005 0.2106
H 2.080 1.623 -2.457 0.3427
H 2.003 2.199 1.902 0.3081
H 0.266 2.379 1.554 0.2572
H 3.142 0.342 -1.578 0.2906
H 1.575 -0.024 -2.275 0.2626
H 1.266 3.792 1.502 0.3243

24
Properties=species:S:1:pos:R:3:mulliken_charge:R:1 method="wB97M-V/def2-TZVPD" e_lumo_ev=0.61 smiles="CNC(C)=O.CNC(C)=O" e_homo_ev=-9.211 multiplicity=1 relative_energy_kcal_mol=42.1
C -2.993 0.439 -1.092 -1.2304
C -0.196 -2.104 -1.850 -0.6939
C -1.917 -0.535 -0.787 0.5848
O -1.497 -0.739 0.327 -0.5823
N -1.343 -1.226 -1.876 -0.1414
H -2.711 1.369 -1.408 0.3605
H -1.586 -0.996 -2.812 0.2373
H 0.715 -1.520 -1.415 0.1735
H -3.890 0.034 -1.547 0.3914
H -3.457 0.683 -0.119 0.3457
H -0.235 -2.992 -1.163 0.2293
H 0.055 -2.643 -2.830 0.3129
C 1.606 2.646 0.737 -0.8197
C 1.498 -0.882 2.043 -1.0473
C 1.956 0.439 1.597 0.7059
O 3.124 0.763 1.637 -0.6171
N 1.015 1.372 1.173 -0.1798
H 0.049 1.110 1.001 0.2596
H 0.972 3.293 0.219 0.3665
H 1.170 -1.609 1.263 0.1293
H 2.143 3.185 1.545 0.2296
H 2.405 2.279 0.011 0.2459
H 2.294 -1.456 2.570 0.3119
H 0.821 -0.912 2.776 0.4279

| no. | energy (Eh) |
| --- | --- |
| 1 | -496.96734 |
| 2 | -497.03657 |
| 3 | -497.02270 |
| 4 | -496.99051 |